Record 1
Computed, not measured: a gas-phase ion, C7H13N2OS (charge +1), with the ωB97M-V functional and the def2-TZVPD basis.

Values from the calculation:
HOMO ... -12.65 eV
Energy ... -857.0610 a.u.
HOMO-LUMO gap ... 0.358 Eh
Relative energy (zero: lowest compared OMol25 entry of this formula, charge and spin) ... 445.2 kJ/mol
LUMO energy ... -2.91 eV
Charge ... +1

The geometry in XYZ format:
```
24
Properties=species:S:1:pos:R:3:mulliken_charge:R:1
C -0.76 -2.37 0.11 -0.9590
N -0.72 -1.03 0.62 0.2555
C -2.01 -0.49 1.19 -0.7803
C 0.43 -0.74 1.54 -0.8298
C 0.41 -0.18 0.16 0.9740
N 1.10 -0.55 -1.04 -0.5271
C 1.65 0.22 -1.87 -0.1834
C 2.00 1.71 -2.02 -0.5718
S 0.76 2.91 -1.29 -0.0627
C -0.14 1.51 0.01 -0.2883
O -0.30 2.07 1.27 -0.4903
H 0.19 -2.45 -0.40 0.4021
H -0.87 -3.16 0.92 0.3366
H -1.56 -2.60 -0.70 0.3499
H -1.76 0.35 1.92 0.3444
H -2.77 -0.06 0.40 0.2609
H -2.52 -1.33 1.65 0.3347
H 0.14 -0.05 2.37 0.2063
H 1.18 -1.48 1.85 0.3200
H 2.06 -0.35 -2.69 0.4535
H 3.04 1.83 -1.83 0.4050
H 1.87 1.82 -3.13 0.3293
H -1.19 1.42 -0.50 0.3524
H -0.23 3.01 1.46 0.3683
```

=====

Record 2
Computed, not measured: a gas-phase ion, C7H13N2OS (charge +1), with the ωB97M-V functional and the def2-TZVPD basis.

Values from the calculation:
HOMO ... -13.93 eV
Energy ... -857.1215 a.u.
HOMO-LUMO gap ... 0.342 Eh
Relative energy (zero: lowest compared OMol25 entry of this formula, charge and spin) ... 286.4 kJ/mol
LUMO energy ... -4.62 eV
Charge ... +1

The geometry in XYZ format:
```
24
Properties=species:S:1:pos:R:3:mulliken_charge:R:1
C 0.55 -1.77 -1.77 -1.5063
C 0.66 -0.36 -1.17 0.7762
C 0.76 0.69 -2.28 -1.4771
C -0.55 -0.09 -0.37 0.1211
N -1.75 -0.12 -0.69 -0.3614
O -2.59 0.19 0.33 -0.1320
C -1.93 0.46 1.46 0.3522
S -2.56 0.86 2.87 -0.1069
N -0.46 0.33 1.20 0.1335
C 0.22 1.61 1.39 -0.8575
C 0.13 -0.75 2.01 -0.8405
H -0.32 -1.84 -2.41 0.3580
H 0.49 -2.53 -0.99 0.3693
H 1.44 -1.97 -2.36 0.4402
H 1.55 -0.30 -0.53 0.1535
H -0.13 0.66 -2.91 0.3698
H 1.62 0.47 -2.90 0.4394
H 0.87 1.69 -1.88 0.3589
H -0.26 2.38 0.79 0.3895
H 0.16 1.90 2.44 0.4470
H 1.26 1.52 1.09 0.3737
H -0.08 -0.56 3.07 0.4426
H -0.29 -1.71 1.73 0.3654
H 1.21 -0.77 1.87 0.3912
```